{
  "formula": "C58H132N8O11",
  "method": "ωB97M-V/def2-TZVPD",
  "symbols": ["C", "C", "C", "C", "C", "C", "N", "O", "C", "C", "C", "H", "H", "H", "H", "H", "H", "H", "H", "H", "H", "H", "H", "H", "H", "H", "H", "H", "H", "H", "C", "C", "C", "C", "C", "C", "N", "O", "C", "C", "C", "H", "H", "H", "H", "H", "H", "H", "H", "H", "H", "H", "H", "H", "H", "H", "H", "H", "H", "H", "C", "C", "C", "C", "C", "C", "N", "O", "C", "C", "C", "H", "H", "H", "H", "H", "H", "H", "H", "H", "H", "H", "H", "H", "H", "H", "H", "H", "H", "H", "C", "C", "C", "C", "C", "C", "N", "O", "C", "C", "C", "H", "H", "H", "H", "H", "H", "H", "H", "H", "H", "H", "H", "H", "H", "H", "H", "H", "H", "H", "C", "O", "C", "C", "N", "C", "C", "O", "C", "H", "H", "H", "H", "H", "H", "H", "H", "H", "H", "H", "H", "H", "H", "H", "C", "O", "C", "C", "N", "C", "C", "O", "C", "H", "H", "H", "H", "H", "H", "H", "H", "H", "H", "H", "H", "H", "H", "H", "C", "O", "C", "C", "N", "C", "C", "O", "C", "H", "H", "H", "H", "H", "H", "H", "H", "H", "H", "H", "H", "H", "H", "H", "C", "C", "C", "O", "C", "N", "H", "H", "H", "H", "H", "H", "H", "H", "H", "H", "H"],
  "positions_angstrom": [[-2.811, -2.254, 4.803], [-4.056, -3.104, 5.087], [-5.188, -3.089, 4.016], [-4.782, -3.888, 2.775], [-4.355, -5.303, 3.067], [-3.323, -5.389, 4.200], [-3.695, -4.510, 5.308], [-2.826, -4.670, 6.406], [-3.261, -6.840, 4.734], [-1.946, -5.117, 3.510], [-4.777, -2.540, 6.340], [-1.858, -2.782, 4.890], [-2.511, -1.556, 5.596], [-2.899, -1.665, 3.891], [-6.078, -3.579, 4.416], [-5.442, -2.078, 3.700], [-4.058, -3.248, 2.248], [-5.536, -3.903, 1.977], [-4.058, -5.612, 2.062], [-5.249, -5.866, 3.352], [-2.434, -7.058, 5.406], [-4.179, -7.217, 5.200], [-3.239, -7.508, 3.868], [-2.108, -4.386, 2.712], [-1.209, -4.614, 4.140], [-1.421, -5.962, 3.064], [-5.319, -3.321, 6.878], [-5.562, -1.835, 6.070], [-4.021, -2.098, 6.984], [-3.302, -5.307, 6.950], [2.467, -4.096, -3.832], [3.278, -3.971, -2.507], [2.301, -4.237, -1.326], [1.950, -5.679, -1.048], [3.215, -6.488, -1.024], [4.207, -6.336, -2.159], [4.377, -4.915, -2.443], [5.437, -4.698, -3.331], [5.517, -7.015, -1.729], [3.665, -7.109, -3.404], [3.788, -2.546, -2.341], [3.184, -3.958, -4.647], [1.929, -3.143, -3.889], [1.739, -4.894, -3.934], [2.891, -3.863, -0.477], [1.488, -3.514, -1.410], [1.242, -6.010, -1.828], [1.244, -5.895, -0.241], [3.069, -7.493, -0.604], [3.787, -6.224, -0.114], [6.289, -6.902, -2.484], [5.875, -6.374, -0.908], [5.395, -7.965, -1.214], [2.578, -7.050, -3.472], [4.026, -6.663, -4.335], [4.012, -8.139, -3.356], [4.159, -2.132, -3.278], [4.428, -2.552, -1.459], [2.947, -1.911, -2.047], [5.047, -4.708, -4.227], [0.707, 9.119, -4.726], [0.387, 8.955, -3.244], [-0.872, 9.754, -2.816], [-2.237, 9.076, -3.071], [-2.205, 7.692, -2.508], [-1.106, 6.834, -3.180], [0.151, 7.497, -2.950], [1.287, 6.701, -3.306], [-1.129, 5.510, -2.370], [-1.461, 6.450, -4.621], [1.588, 9.322, -2.379], [1.273, 10.039, -4.872], [-0.134, 9.028, -5.416], [1.335, 8.282, -5.043], [-0.749, 9.986, -1.755], [-0.892, 10.731, -3.306], [-2.407, 9.165, -4.144], [-2.865, 9.779, -2.519], [-3.157, 7.160, -2.441], [-1.899, 7.680, -1.455], [-0.423, 5.596, -1.539], [-2.068, 5.006, -2.157], [-0.595, 4.759, -2.971], [-1.975, 7.265, -5.141], [-0.560, 6.058, -5.087], [-2.290, 5.736, -4.612], [2.407, 8.610, -2.392], [1.277, 9.493, -1.344], [1.954, 10.322, -2.636], [1.419, 6.260, -2.437], [-4.537, 0.712, -1.013], [-3.030, 0.545, -1.306], [-2.434, 1.787, -0.758], [-0.919, 1.706, -0.680], [-0.547, 0.542, 0.277], [-1.171, -0.845, -0.181], [-2.588, -0.645, -0.591], [-3.160, -1.823, -1.106], [-0.236, -1.408, -1.240], [-1.198, -1.702, 1.067], [-2.921, 0.385, -2.840], [-4.921, 1.730, -0.917], [-4.708, 0.403, 0.027], [-5.190, 0.140, -1.672], [-2.659, 2.673, -1.352], [-2.731, 1.969, 0.281], [-0.410, 2.614, -0.352], [-0.496, 1.471, -1.664], [-0.926, 0.911, 1.231], [0.525, 0.364, 0.223], [-0.397, -0.840, -2.160], [0.800, -1.385, -0.904], [-0.418, -2.426, -1.596], [-0.180, -1.797, 1.452], [-1.755, -1.246, 1.886], [-1.642, -2.648, 0.749], [-3.244, 1.254, -3.418], [-3.475, -0.482, -3.196], [-1.897, 0.210, -3.192], [-3.799, -2.076, -0.430], [3.584, 0.192, -0.196], [4.733, -0.026, 0.571], [4.550, -0.290, 1.954], [3.950, -1.666, 2.242], [5.016, -2.659, 2.181], [4.490, -4.006, 2.127], [3.521, -4.408, 3.231], [4.214, -4.333, 4.445], [3.858, -5.202, 5.509], [2.653, -0.293, 0.114], [3.799, -0.127, -1.215], [3.373, 1.267, -0.275], [3.992, 0.478, 2.510], [5.516, -0.082, 2.417], [3.056, -1.883, 1.643], [3.580, -1.583, 3.271], [5.706, -2.352, 1.515], [5.254, -4.786, 2.160], [4.027, -4.165, 1.140], [3.154, -5.422, 3.023], [2.584, -3.835, 3.263], [4.303, -6.180, 5.317], [2.770, -5.331, 5.441], [4.074, -4.780, 6.484], [-0.205, 2.097, -5.170], [0.592, 1.542, -4.153], [1.977, 1.448, -4.401], [2.691, 2.782, -4.503], [3.088, 3.484, -3.280], [2.129, 3.292, -2.181], [2.568, 4.060, -0.945], [2.396, 5.455, -1.203], [2.626, 6.303, -0.107], [0.083, 1.786, -6.191], [0.031, 3.158, -5.319], [-1.218, 1.761, -4.980], [2.140, 0.857, -5.313], [2.456, 0.784, -3.675], [2.089, 3.443, -5.144], [3.588, 2.719, -5.127], [3.160, 4.482, -3.435], [2.253, 2.275, -1.791], [1.113, 3.453, -2.540], [3.603, 3.806, -0.702], [1.921, 3.882, -0.078], [2.530, 7.342, -0.414], [3.618, 6.279, 0.354], [1.879, 6.116, 0.672], [-3.963, 1.798, 3.820], [-4.333, 2.625, 4.905], [-3.481, 3.777, 4.904], [-3.557, 4.490, 6.236], [-2.754, 3.979, 7.333], [-3.158, 2.617, 7.729], [-2.238, 2.042, 8.771], [-2.286, 2.778, 9.950], [-1.796, 2.190, 11.119], [-3.708, 2.344, 2.907], [-4.664, 1.011, 3.546], [-3.056, 1.237, 4.080], [-3.691, 4.450, 4.072], [-2.447, 3.426, 4.791], [-4.625, 4.475, 6.504], [-3.341, 5.543, 6.046], [-2.722, 4.537, 8.173], [-3.234, 1.958, 6.868], [-4.150, 2.639, 8.208], [-1.250, 2.062, 8.285], [-2.491, 0.975, 8.825], [-2.300, 1.256, 11.394], [-2.006, 2.884, 11.932], [-0.728, 1.951, 11.103], [2.621, -2.015, -6.828], [1.300, -2.756, -6.590], [0.061, -1.940, -6.223], [-1.089, -2.733, -5.938], [-1.190, -2.857, -4.521], [1.025, -3.467, -7.847], [3.062, -1.573, -5.925], [2.626, -1.350, -7.688], [3.413, -2.753, -6.991], [1.335, -3.544, -5.844], [-0.175, -1.313, -7.089], [0.255, -1.197, -5.439], [-0.396, -3.452, -4.063], [-2.134, -3.366, -4.331], [-1.244, -1.899, -4.001], [0.681, -2.895, -8.602], [0.440, -4.251, -7.600]],
  "forces_ev_per_angstrom": [[0.83, 0.81, 0.29], [-0.71, 0.13, 0.62], [0.70, -1.00, -0.97], [-0.24, 1.64, -0.47], [-0.80, 0.66, 0.14], [1.48, -1.21, -0.66], [-1.54, -0.34, -0.47], [0.29, 0.23, -0.15], [-0.85, -0.50, -0.58], [0.29, 1.37, 0.11], [0.33, -0.59, 0.22], [-0.34, -0.68, -1.00], [-1.12, 0.41, 0.10], [0.27, -0.20, -0.15], [0.02, 0.22, 0.42], [0.06, 0.15, 0.35], [0.75, -0.55, 0.27], [-0.55, -0.13, 0.51], [0.68, -0.95, 0.53], [-0.01, -0.06, -0.02], [0.17, 0.17, -0.16], [-0.12, 0.69, 0.36], [0.64, 0.08, -0.07], [0.07, -0.08, -0.11], [-0.14, -0.31, 0.37], [-0.48, -0.35, 0.11], [0.25, -0.18, -0.02], [0.38, 0.40, -0.11], [-0.36, 0.13, 0.33], [0.08, 0.12, 0.14], [0.77, 1.99, 0.50], [-1.50, -1.30, -0.66], [1.28, 0.90, 0.97], [-1.34, -0.26, -1.67], [0.72, -0.26, 2.73], [-1.18, -1.51, -1.39], [0.97, -0.27, 1.92], [-0.63, 0.41, -0.66], [0.29, 2.28, 1.17], [0.09, 0.51, 0.01], [-0.81, -0.22, 0.27], [-0.25, -0.72, -0.35], [-0.34, -0.15, 0.02], [0.38, -0.34, -0.04], [-0.24, -0.09, 0.21], [-0.25, -0.46, -0.19], [0.58, -0.15, -0.56], [0.74, 0.57, 0.80], [-0.37, -0.53, -1.44], [-0.05, 1.04, -0.17], [-0.08, -0.73, -0.17], [0.18, 0.03, -0.07], [-0.15, -0.42, -0.81], [-0.02, -0.24, 0.13], [0.24, -0.14, 0.03], [-0.27, -0.11, -0.14], [0.66, -0.01, 0.27], [0.65, 0.29, -0.47], [-0.19, -0.10, -0.21], [0.27, -0.14, 0.16], [0.53, -0.39, -0.33], [-0.47, -1.55, -0.32], [0.65, -0.17, 0.06], [1.21, 1.50, 0.60], [0.48, -0.61, 0.36], [-1.87, -0.99, 0.51], [0.08, 0.85, 0.87], [-0.99, 0.03, 0.39], [2.23, -0.77, -0.91], [-0.81, 0.58, 0.27], [-0.16, 1.38, 0.48], [-0.23, 0.08, -0.32], [-0.32, 0.47, 0.32], [0.32, 0.17, 0.20], [-0.25, -0.22, 0.10], [0.28, -0.05, -0.18], [-0.49, -0.36, 0.04], [-0.77, -0.44, -0.32], [-0.09, 0.04, -0.74], [0.05, 0.59, 0.04], [-0.72, 0.12, 0.60], [-0.31, 0.71, 0.26], [-0.11, 0.01, -0.16], [0.87, 0.28, -0.36], [-0.24, 0.03, -0.46], [0.45, -0.55, 0.14], [-0.05, -0.05, -0.31], [-0.12, -0.53, 0.06], [0.20, -0.16, -0.39], [0.64, -0.03, -0.76], [-0.76, -0.34, 1.12], [-2.20, -0.47, -1.40], [2.35, 1.20, 0.70], [0.95, -1.35, -0.40], [-0.96, 0.31, -1.66], [-0.30, 1.53, 0.87], [1.05, 0.68, 1.20], [0.09, -0.08, -0.23], [-0.46, -0.29, -1.05], [0.22, -0.33, -0.22], [1.00, 0.01, -0.50], [0.42, 0.25, -0.85], [0.04, -0.51, -0.14], [0.05, -0.02, 0.03], [-0.57, -0.19, -0.09], [-0.58, -0.07, -0.14], [-0.32, 0.16, 0.09], [-0.08, 0.18, -0.10], [0.30, -0.72, 0.45], [0.05, 0.30, 0.68], [0.61, 0.33, 0.12], [0.02, 0.21, -0.10], [-0.40, -0.14, 0.60], [0.03, -0.51, -0.15], [-0.33, 0.03, -0.24], [0.24, -0.28, 0.60], [-0.31, 0.13, 0.36], [-0.20, 0.05, 0.24], [0.11, 0.09, 0.29], [-0.01, -0.03, -0.06], [-0.19, 0.78, -0.69], [0.06, -0.32, 0.40], [-0.49, 0.66, 0.18], [1.16, 0.76, 1.01], [-1.00, 0.33, 1.02], [0.18, -0.61, -1.14], [-0.32, -0.16, 0.02], [0.86, 0.65, 0.86], [-1.41, -0.13, -1.62], [0.30, -0.27, 0.36], [0.05, -0.10, 0.03], [-0.04, 0.02, 0.27], [-0.74, 0.13, -0.74], [0.33, -0.97, -0.15], [0.16, 0.02, -0.41], [-0.03, -0.29, 0.06], [0.04, -0.74, -0.37], [0.46, 0.42, 0.11], [-0.46, -0.16, 0.18], [0.38, -0.20, -0.06], [0.18, 0.43, 0.04], [0.21, -0.08, 0.46], [-0.06, -0.20, 0.40], [0.46, 0.10, -0.12], [1.30, 0.13, -1.17], [0.00, -0.53, 0.68], [0.59, -0.36, -0.44], [0.43, 1.21, -1.09], [-0.43, -0.64, 0.96], [1.16, -0.39, 0.41], [-1.12, 0.99, -0.26], [0.87, 0.24, -0.24], [-0.17, 0.56, 0.63], [0.00, -0.90, 0.25], [-1.00, 0.31, 0.80], [-0.21, 0.66, 0.04], [-0.09, 0.44, -0.39], [-0.39, 0.29, 0.57], [-0.42, -0.05, 0.19], [0.12, -0.61, 0.18], [0.03, -0.03, -0.31], [-0.49, -0.29, -0.56], [-0.25, 0.13, 0.60], [0.09, 0.16, -0.03], [0.06, -0.66, -0.02], [-0.33, -0.08, -0.35], [0.14, -0.69, -0.25], [0.03, -0.04, 0.10], [0.90, -0.74, -0.09], [-0.15, 0.32, -0.90], [0.95, -0.90, 0.89], [-1.24, 0.85, 0.46], [0.53, -1.53, -0.73], [-0.64, 0.97, 0.78], [0.89, -0.70, -1.68], [-0.41, 0.28, 0.02], [-0.01, -0.46, 0.57], [-0.25, 0.31, 0.01], [-0.64, 0.41, 0.42], [0.20, 0.10, 0.08], [-0.34, 0.01, -0.06], [0.11, 0.05, -0.17], [-0.17, 0.05, 0.01], [0.32, 0.00, 0.19], [-0.25, 0.45, -0.25], [0.23, 0.05, -0.02], [-0.26, -0.02, -0.28], [0.31, 0.08, 0.54], [-0.15, 0.02, 0.81], [-0.21, -0.04, -0.34], [0.19, 0.12, -0.05], [0.11, 0.27, -0.24], [0.72, -0.70, 1.48], [-0.68, -0.06, -1.36], [0.27, 1.26, -0.73], [1.09, 0.54, 0.93], [-0.98, -0.59, -0.07], [0.63, -0.96, 0.71], [-0.63, 0.76, -0.06], [-0.24, 0.20, 0.15], [-0.38, -0.29, -0.58], [0.63, 0.07, 0.05], [-0.15, -0.12, -0.16], [-0.01, -0.27, 0.39], [0.21, 0.00, -0.19], [0.01, -0.09, 0.05], [0.11, 0.20, -0.23], [-0.37, 0.01, 0.12], [-0.42, 0.13, -0.77]],
  "lowdin_charge": [-0.02, -0.47, -0.13, -0.21, -0.15, -0.48, -0.12, 0.00, -0.05, -0.03, -0.03, 0.07, 0.07, 0.06, 0.12, 0.12, 0.09, 0.11, 0.13, 0.12, 0.08, 0.08, 0.08, 0.06, 0.07, 0.08, 0.08, 0.08, 0.07, 0.11, -0.03, -0.49, -0.13, -0.17, -0.16, -0.50, -0.12, 0.00, -0.03, -0.01, -0.02, 0.08, 0.07, 0.08, 0.09, 0.09, 0.11, 0.12, 0.13, 0.11, 0.08, 0.08, 0.09, 0.07, 0.07, 0.08, 0.09, 0.10, 0.06, 0.09, -0.03, -0.48, -0.13, -0.18, -0.15, -0.52, -0.10, -0.05, -0.04, -0.02, -0.04, 0.08, 0.08, 0.08, 0.11, 0.12, 0.10, 0.11, 0.12, 0.13, 0.08, 0.08, 0.06, 0.07, 0.08, 0.08, 0.07, 0.08, 0.09, 0.05, -0.04, -0.51, -0.15, -0.17, -0.10, -0.48, -0.10, 0.00, -0.02, -0.04, -0.02, 0.08, 0.08, 0.08, 0.12, 0.12, 0.10, 0.10, 0.12, 0.09, 0.07, 0.06, 0.08, 0.09, 0.07, 0.08, 0.09, 0.08, 0.05, 0.10, -0.11, -0.17, -0.21, -0.21, -0.04, -0.21, -0.25, -0.19, -0.09, 0.07, 0.07, 0.07, 0.12, 0.13, 0.11, 0.12, 0.11, 0.12, 0.09, 0.12, 0.12, 0.09, 0.08, 0.08, -0.10, -0.22, -0.22, -0.19, -0.03, -0.20, -0.18, -0.24, -0.09, 0.09, 0.07, 0.08, 0.11, 0.12, 0.11, 0.12, 0.10, 0.10, 0.10, 0.13, 0.12, 0.07, 0.09, 0.09, -0.13, -0.19, -0.23, -0.22, -0.05, -0.21, -0.26, -0.17, -0.12, 0.08, 0.08, 0.08, 0.12, 0.12, 0.12, 0.12, 0.11, 0.11, 0.13, 0.13, 0.12, 0.09, 0.09, 0.09, -0.06, -0.43, -0.21, -0.16, -0.10, 0.03, 0.06, 0.08, 0.07, 0.09, 0.12, 0.11, 0.07, 0.10, 0.06, 0.07, 0.07],
  "relative_energy_kcal_mol": 0.00,
  "total_energy_ha": -3554.2782,
  "e_lumo_ha": 0.0125,
  "e_homo_ev": -8.0,
  "charge": 0
}